# 1
C2H8BNO in the gas phase, computed with ωB97M-V/def2-TZVPD.

```
13
C2H8BNO ωB97M-V/def2-TZVPD
N 0.352 -0.713 0.181
B -0.200 0.559 -0.086
H -1.098 0.273 1.863
H -0.258 1.918 1.804
H -0.055 2.005 -1.550
H 0.633 -1.111 -1.914
C -0.948 1.182 1.256
H 0.145 -2.552 -0.633
C 0.855 -1.626 -0.891
H 1.931 -1.689 -0.760
H 0.549 -0.937 1.110
O -0.008 1.053 -1.359
H -1.898 1.639 0.980
```

* HOMO energy: -9.130 eV
* strongest force on any atom: 0.060 Eh/bohr
* SMILES: CNB(C)O

Atomic partial charges in e from the natural (NBO) method, atoms 1 to 4: -0.875, 0.991, 0.223, 0.228

=====

# 2
A molecular structure, C29H39IN7O3Pd, computed with ωB97M-V/def2-TZVPD.

```
80
C29H39IN7O3Pd ωB97M-V/def2-TZVPD
N -4.738 0.938 -3.066
H -6.628 2.843 -3.633
C -4.123 -2.956 -1.036
H 4.275 -1.079 -2.749
O -6.071 1.642 -1.383
C -0.744 -1.735 -2.305
H 0.486 2.396 -4.388
N 1.911 1.690 -3.060
C 2.118 1.214 -1.757
C -1.440 -1.451 2.201
H -5.607 2.614 -5.063
N -1.475 2.270 -0.542
N 3.097 0.252 -1.656
C -2.813 -3.381 -3.098
H -2.851 -0.985 0.217
C 0.301 -2.134 -4.555
C -4.941 1.378 -1.788
O 0.202 -0.900 -2.041
C -1.858 -1.333 -0.074
I 1.192 -0.045 2.742
O -4.868 -1.733 -1.133
H -2.403 2.271 -2.381
C -2.870 1.535 1.325
C -1.603 1.903 0.771
C -2.548 2.028 -1.333
H -2.774 -1.038 5.860
H -5.692 0.140 -4.712
N -1.798 -3.184 -3.949
C -0.676 -0.839 3.206
H -6.732 0.370 -3.305
C -3.940 1.382 0.500
H -3.943 -0.872 -3.714
C -2.701 -1.936 2.592
H -3.627 -4.010 -3.445
C -5.933 0.823 -3.896
C -3.590 0.139 -3.494
C -3.179 -1.790 3.881
C 3.038 2.307 -3.728
H 2.943 -0.343 -3.666
C 0.642 2.337 -3.308
C -0.806 -2.394 -3.577
H -4.711 -3.788 -1.436
H -7.283 2.039 -5.067
H 0.040 -2.560 -5.523
C -1.809 -1.997 -1.414
H -5.602 -1.757 -0.510
H 3.161 3.361 -3.434
C -1.151 -0.691 4.500
H -2.047 0.070 -4.988
H -4.161 -2.175 4.131
C 3.299 -0.302 -0.332
H 0.582 3.356 -2.897
C -6.390 2.163 -4.450
C -3.767 1.575 -0.891
Pd -0.552 0.276 -0.175
H 2.889 2.272 -4.810
C 3.234 -0.751 -2.704
H -0.152 1.733 -2.872
H 2.580 -1.601 -2.493
H -4.918 1.106 0.871
H 0.889 2.415 -0.939
C -2.881 0.716 -4.709
N 1.487 1.625 -0.716
H 1.240 -2.575 -4.211
H -3.299 -2.450 1.853
H 3.956 1.777 -3.486
H 3.372 0.502 0.397
N -0.976 -1.625 0.900
H 0.486 -1.060 -4.647
H -3.553 0.789 -5.568
H -0.531 -0.195 5.235
C -2.871 -2.799 -1.844
H -2.493 1.716 -4.503
H 4.224 -0.881 -0.332
H -3.896 -3.178 0.011
C -2.409 -1.161 4.849
H 2.463 -0.950 -0.045
H -2.898 0.031 -2.666
H -0.838 2.275 1.446
H -2.942 1.368 2.392
```

* HOMO energy: -4.004 eV
* strongest force on any atom: 0.004 Eh/bohr
* charge: -1

Atomic partial charges in e from the Mulliken method, atoms 1 to 4: 0.748, 0.293, -0.860, 0.355

=====

- Which of these has the highest HOMO energy?
  C29H39IN7O3Pd

=====

- What is the formula in the first record?
  C2H8BNO

=====

- Which formula does entry 1 have?
  C2H8BNO